This record from the OMol25 dataset describes a cluster of 2 separate species, C34H46BClF6NO7 in total. The level of theory is ωB97M-V/def2-TZVPD.

Structure (XYZ):
```
96
Properties=species:S:1:pos:R:3:forces:R:3:mulliken_charge:R:1
C -4.00472 -4.99362 2.23619 -0.285 -0.026 -0.112 -1.18
C -4.24665 -3.80760 1.30802 0.093 -0.391 0.282 -0.25
O -3.04383 -3.00876 1.16470 -0.463 0.470 -0.401 -0.48
B -3.18069 -1.67587 1.35428 0.374 -0.320 0.422 0.69
O -3.66341 -1.13348 2.52286 -0.016 0.434 -0.436 -0.53
C -2.78869 -0.67600 0.11514 -0.395 0.252 0.245 0.88
Cl -3.14454 -1.60824 -1.40795 0.101 -0.098 -0.113 -0.25
O -3.62146 0.45079 0.13316 0.383 -0.011 -0.107 -0.39
C -3.08381 1.51934 -0.66267 -0.749 -0.330 0.304 1.21
C -3.93122 1.65380 -1.91317 0.024 -0.058 -0.160 -1.82
C -3.22878 2.76340 0.22191 0.195 0.308 -0.053 -1.20
C -2.70971 4.11993 -0.28066 0.037 0.091 0.166 -1.35
C -1.24657 4.40203 0.12123 -0.289 0.185 0.066 -0.12
C -0.52513 5.36180 -0.80600 -0.039 0.056 0.122 0.68
F -0.73165 5.04967 -2.11579 0.050 0.113 0.110 -0.24
F -0.98286 6.62350 -0.61022 0.081 -0.228 -0.088 -0.32
C 1.00485 5.36195 -0.58236 0.238 0.024 0.084 0.55
F 1.51237 4.18827 -1.03233 -0.133 0.390 0.218 -0.21
F 1.28009 5.45723 0.73379 -0.080 -0.028 -0.579 -0.26
F 1.59296 6.36300 -1.22760 -0.132 -0.375 0.205 -0.25
N -1.61546 1.08592 -0.89305 0.172 0.569 -0.026 1.29
C -1.17555 0.84919 -2.30904 0.005 -0.020 -0.645 -0.83
C -0.95363 2.15144 -3.07445 -0.044 -0.092 -0.080 0.13
C -1.09460 1.94499 -4.57738 0.047 0.604 0.038 -1.36
O -2.41316 1.45156 -4.82439 0.153 -0.531 0.237 -0.19
C -2.59698 0.89382 -6.05647 -0.193 0.179 -0.088 0.64
C -3.73313 -0.08372 -6.07491 -0.040 -0.065 -0.313 -0.99
O -1.90995 1.18294 -6.99076 0.226 -0.105 0.016 -0.53
C -1.37517 -0.05715 0.11692 -0.327 -0.765 -0.123 0.30
C -0.30483 -1.05417 -0.30618 0.695 0.295 -0.299 -2.01
C 1.13110 -0.46334 -0.35310 -0.395 -0.079 0.146 -0.65
C 2.16769 -1.29954 0.41229 0.156 0.049 0.021 -1.76
C 3.16468 -0.48233 1.20310 0.068 0.004 0.042 0.42
C 3.67376 -0.99159 2.39584 0.052 0.076 0.113 -0.20
C 4.57562 -0.26265 3.15749 0.066 0.074 -0.019 -0.91
C 4.99123 0.99487 2.73753 -0.003 0.028 -0.056 -0.51
C 4.51014 1.50439 1.54243 -0.146 -0.021 -0.122 -0.83
C 3.60574 0.77091 0.78385 -0.091 -0.075 -0.014 -0.02
C -1.13756 0.58909 1.50531 0.122 0.139 0.071 -0.77
C -0.24732 -0.15884 2.48952 0.097 0.589 0.030 1.50
C -0.22676 0.51767 3.84638 -0.275 -0.101 -0.032 -1.77
F -0.76106 -1.45966 2.63207 0.039 -0.022 0.022 -0.32
H -4.52864 -4.86842 3.18316 0.176 0.052 0.064 0.32
H -2.93976 -5.11529 2.42229 -0.001 -0.016 -0.010 0.28
H -4.38629 -5.90956 1.78327 0.080 -0.001 0.028 0.33
H -4.52128 -4.13899 0.30605 0.137 0.053 -0.016 0.30
H -5.06469 -3.18861 1.68340 0.090 0.056 0.010 0.34
H -2.99782 -1.06639 3.21345 -0.131 -0.288 0.216 0.36
H -3.77932 0.85227 -2.62777 -0.023 -0.018 0.034 0.22
H -4.96234 1.59304 -1.56469 0.038 0.050 -0.026 0.61
H -3.79558 2.60311 -2.42606 0.042 0.013 0.034 0.40
H -2.80419 2.58206 1.20946 -0.044 -0.133 -0.028 0.17
H -4.30725 2.83095 0.37405 0.037 -0.014 0.004 0.66
H -2.86802 4.27030 -1.34830 0.045 -0.152 -0.031 0.60
H -3.31785 4.87946 0.21182 -0.021 0.024 -0.142 0.56
H -0.64843 3.49682 0.24651 0.109 0.038 -0.153 -0.32
H -1.24473 4.88996 1.09818 0.118 -0.148 0.029 0.56
H -1.07532 1.90170 -0.60809 0.189 -0.175 0.186 -0.45
H -1.90247 0.23347 -2.82513 -0.071 -0.024 0.221 0.52
H -0.24447 0.29736 -2.27778 0.001 -0.006 0.125 0.33
H -1.66605 2.91754 -2.77174 0.005 -0.004 0.029 -0.19
H 0.05136 2.54071 -2.89179 -0.069 0.063 0.106 0.36
H -0.95451 2.90432 -5.07868 0.011 -0.061 -0.045 0.52
H -0.34293 1.26297 -4.97878 -0.099 -0.130 0.026 0.47
H -4.68958 0.42753 -5.96056 0.048 0.021 0.124 0.29
H -3.72175 -0.57929 -7.04336 -0.053 0.019 0.047 0.35
H -3.62536 -0.83134 -5.28942 -0.025 0.108 0.077 0.23
H -0.55193 -1.48652 -1.27312 -0.164 -0.033 0.084 0.98
H -0.34238 -1.88345 0.39947 -0.124 0.059 0.061 0.74
H 1.10263 0.54998 0.06468 0.127 -0.006 -0.072 0.30
H 1.44260 -0.36551 -1.39342 0.086 0.107 0.018 0.83
H 1.66306 -1.97159 1.11195 -0.009 -0.014 -0.058 0.28
H 2.71730 -1.94617 -0.27453 -0.047 -0.006 0.010 0.71
H 3.36110 -1.96936 2.74398 -0.054 -0.027 -0.049 0.46
H 4.96115 -0.67214 4.08224 -0.038 -0.027 0.010 0.44
H 5.68350 1.57795 3.32972 0.025 -0.057 0.036 0.43
H 4.82262 2.47653 1.18330 0.071 0.006 0.073 0.45
H 3.24329 1.18489 -0.15089 0.040 0.010 0.003 0.51
H -2.09739 0.75010 1.99798 -0.029 0.006 -0.116 1.17
H -0.69405 1.58377 1.38918 0.100 -0.077 0.020 -0.44
H 0.78109 -0.20780 2.13083 -0.121 -0.438 -0.035 -0.70
H 0.46257 1.36167 3.84319 0.027 -0.021 -0.011 0.38
H -1.21827 0.88339 4.12845 0.030 -0.053 0.020 0.42
H 0.09934 -0.20246 4.59533 0.113 0.060 0.007 0.47
C 7.68239 -4.84234 1.15075 -0.006 0.015 -0.009 -0.41
C 6.88672 -4.02093 0.47164 0.015 -0.010 0.007 -0.39
C 5.42532 -3.98912 0.71836 0.041 0.019 0.008 0.42
O 4.70006 -3.23588 0.10080 -0.042 -0.021 -0.015 -0.49
C 4.88025 -4.90488 1.75019 0.005 -0.007 0.010 -0.22
C 5.67324 -5.72722 2.43067 -0.020 0.017 -0.001 -0.43
C 7.13994 -5.76086 2.18546 -0.010 0.014 -0.017 0.32
O 7.86092 -6.50669 2.80672 0.016 -0.016 0.019 -0.53
H 8.75195 -4.88526 0.99008 0.003 -0.014 0.014 0.41
H 7.25762 -3.34152 -0.28501 -0.018 0.006 -0.006 0.43
H 3.80981 -4.86305 1.90953 -0.003 0.003 -0.019 0.45
H 5.30145 -6.40626 3.18734 0.022 -0.010 0.004 0.41
```
Forces are in eV/Å.

Computed properties:
- DFT total energy (eV) = -81327.117
- frontier orbital gap (eV) = 8.25
- E_HOMO (eV) = -11.3
- lowest unoccupied orbital energy (eV) = -3.10
- charge = +1